1.
# C3H6Cl2OSi

One molecule with the formula C3H6Cl2OSi (ωB97M-V/def2-TZVPD, the Open Molecules 2025 dataset).

Geometry as XYZ:
```
13
Properties=species:S:1:pos:R:3:forces:R:3
Cl -1.0829 -2.1956 -2.7081 -0.68 -0.62 -0.17
Cl -2.3483 -0.1957 -0.2151 -1.31 0.45 0.17
Si -0.3927 -0.3099 -0.4954 2.89 -2.70 2.04
O -0.1275 -1.1062 -1.9733 0.96 1.57 0.83
C 0.3044 -1.6006 1.1526 -5.84 2.12 -0.96
C 0.2563 2.3767 0.1841 -1.59 -0.01 1.36
C 0.6006 1.2911 -0.4583 1.54 -2.28 -0.87
H 0.7850 3.2450 0.0018 1.46 1.72 0.18
H -0.2111 -1.0369 2.0429 1.09 -0.98 -1.46
H 1.3199 -1.6083 1.2815 2.45 -0.34 0.15
H -0.2606 -2.5849 1.0780 1.17 1.09 -0.04
H 1.6909 1.2339 -0.8431 -2.09 0.28 -0.16
H -0.5339 2.4913 0.9523 -0.07 -0.31 -1.08
```
Positions in Å, forces in eV/Å.

As for the structure (SMILES): C=C[Si@@](C)(Cl)OCl.

Partial atomic charges computed with the Löwdin method, in multiples of e: number 1, Cl, carries 0.63; number 2, Cl, carries 0.41; number 3, Si, carries 0.07; number 4, O, carries -0.83; number 5, C, carries -0.16; number 6, C, carries -0.08; number 7, C, carries -0.25; number 8, H, carries 0.03; number 9, H, carries 0.03; number 10, H, carries -0.05; number 11, H, carries 0.02; number 12, H, carries 0.10; number 13, H, carries 0.08

***

2.
# C37H80N4O5

A 5-piece molecular cluster, C37H80N4O5 overall (ωB97M-V/def2-TZVPD, the Open Molecules 2025 dataset).

Geometry as XYZ:
```
126
Properties=species:S:1:pos:R:3:forces:R:3
O -4.6409 -4.9062 -3.0588 -0.65 -0.01 0.09
O 1.7862 6.3419 -2.2591 0.24 -0.01 0.10
O -0.8654 2.7434 1.0613 -0.92 1.05 -0.09
O -0.6987 0.3403 -1.3131 1.01 -0.19 -1.61
O 0.5262 -2.7484 1.6560 -1.17 -0.15 0.56
N -1.8834 1.8054 1.5135 1.81 0.32 0.83
N 1.6624 -3.5085 1.8172 0.54 -0.98 1.26
N -3.4994 -4.0999 -3.1726 1.38 1.14 1.71
N 2.0588 5.5468 -1.0772 0.04 1.06 -0.53
C 1.8878 -4.4024 0.6693 -0.95 0.24 -0.08
C -3.3853 2.4047 -0.2477 0.60 0.95 0.14
C -2.5352 0.2747 3.3494 1.43 2.36 1.62
C -1.4928 1.3949 2.8983 0.73 -2.27 -1.77
C 4.5474 6.2065 -1.3803 -2.38 0.73 1.59
C -2.3858 -6.2230 -3.6697 -0.17 0.66 2.43
C 3.7187 4.2972 0.1040 0.76 -0.31 0.58
C -1.6929 -3.0378 -1.9703 -0.22 -0.42 -1.36
C -2.9386 -4.8680 -0.7852 0.96 -0.28 -0.52
C -3.6896 3.5904 1.8750 -0.84 1.10 -0.39
C -4.0745 -2.7512 -1.2232 -0.19 -0.43 1.39
C -1.2658 -4.0954 -4.2318 1.75 -0.56 2.62
C 0.1923 1.0426 -2.2319 -1.67 1.72 0.74
C 4.3346 -4.4707 1.2462 -3.38 2.22 0.02
C 3.6100 4.1965 -2.3625 0.20 -1.03 -2.16
C 2.0026 -3.6051 -0.6442 -0.95 1.12 -0.17
C -3.0093 -3.7443 -1.7973 -1.52 0.29 -0.52
C -0.1590 0.6118 2.6960 -1.27 -0.66 1.08
C 3.1165 -1.5674 1.6721 2.38 0.60 0.04
C 3.1130 -5.3095 0.8286 -0.11 -0.56 -0.35
C -3.2123 2.2640 1.2684 -2.33 -0.22 -0.31
C 3.4438 5.1857 1.3227 1.83 0.75 0.11
C 1.6686 6.4522 0.0484 2.42 0.27 -0.26
C 0.6006 -5.2779 0.6967 1.90 -1.24 -1.20
C -4.1878 1.1752 1.8181 -1.22 -1.14 -0.43
C 3.4776 5.0880 -1.1706 0.55 0.18 -0.25
C -0.6352 -3.8177 -2.7876 -0.85 0.56 -1.54
C 3.8853 -3.7850 2.5951 0.20 0.12 -0.14
C 0.2129 6.6290 0.0651 -2.15 0.02 -1.46
C 2.2854 -2.3081 3.8841 1.86 -0.36 0.52
C -3.3728 -4.7268 -5.4436 1.86 -0.28 0.66
C 2.2859 7.8942 0.0434 -1.95 -0.28 1.07
C -3.9219 0.8570 3.2950 0.66 0.57 -0.81
C 2.0572 5.7403 1.3424 -1.31 -0.74 0.20
C 2.7163 -2.7596 2.4823 0.67 -1.02 -0.84
C -1.2484 2.5421 3.8359 2.10 -0.81 0.44
C -2.6017 -4.7832 -4.0762 -0.90 -0.79 -1.79
H 3.7655 4.6437 2.1852 -0.63 -0.71 0.97
H -4.6626 0.1639 3.6220 -0.60 -0.39 0.61
H 3.9488 -1.1269 2.2441 -0.36 0.47 -0.08
H -4.2881 -1.9328 -1.8948 -0.12 0.11 -0.44
H -3.8427 -5.6752 -5.6440 -0.27 -0.08 -0.40
H 0.6390 1.2162 2.3248 0.46 0.34 -0.41
H 1.3519 4.8714 1.4614 0.44 0.72 0.09
H -0.0166 7.3066 0.8549 -0.40 0.55 0.65
H 2.1378 -3.1591 4.5750 0.02 0.27 -0.45
H -1.5288 -6.2224 -3.0157 0.21 -0.36 0.57
H 3.6305 -1.8048 0.7271 -0.72 -0.07 0.14
H -4.0405 -3.9246 -5.3438 -1.36 0.86 -0.08
H -2.4196 -0.6172 2.7686 0.17 -0.47 -0.35
H 5.2596 -4.9262 1.2481 1.79 -1.43 0.52
H 3.3174 7.9521 0.3121 0.58 0.12 -0.24
H 3.2576 -5.7715 -0.1834 -0.04 0.15 0.88
H -3.8083 3.7235 2.9489 0.24 -0.50 0.08
H -0.3136 7.0302 -0.8777 1.13 -0.76 1.30
H -2.3464 -5.6961 -1.1528 0.13 -0.23 0.06
H -5.2837 1.4060 1.6215 1.34 0.49 0.33
H -3.7091 -2.2601 -0.2729 -0.18 -0.66 -0.83
H -1.4725 -2.8125 -0.9775 1.32 0.61 1.65
H 0.6566 0.3294 -2.8688 0.85 -0.75 -0.03
H -5.2709 -4.2246 -3.2747 -1.00 -0.19 -0.06
H 4.7710 3.9175 0.1496 -0.62 0.54 -0.19
H -4.1439 0.1630 1.3039 0.63 1.18 0.12
H -4.4106 2.4856 -0.5579 -0.62 0.15 0.13
H 5.5584 5.9087 -1.4653 0.88 -0.80 -0.36
H -0.8061 0.8365 -0.5136 -0.08 0.73 0.76
H 4.4728 6.8173 -0.4751 0.50 0.13 -0.48
H 4.6000 3.6760 -2.3270 -0.87 0.11 0.17
H -5.0357 -3.3004 -0.9368 1.25 0.74 -0.55
H -3.9219 -5.2089 -0.5967 -0.96 -0.57 0.35
H -0.3999 -0.2533 2.0775 0.35 0.19 -0.38
H -2.8442 3.2998 -0.6122 -0.27 -0.40 0.14
H 2.7715 3.4591 -2.4411 0.74 0.37 0.16
H 1.8460 6.4892 2.1239 0.31 -0.58 0.13
H 4.7100 -3.3825 3.2024 -0.14 0.13 -0.40
H 1.3747 -1.7618 3.8164 -0.61 0.61 0.10
H -0.1728 5.6636 0.3582 -0.79 -0.31 -0.30
H 0.2887 -3.2322 -2.9466 -0.47 -0.16 0.27
H -3.2202 -6.7117 -3.1423 0.21 0.40 -0.39
H -1.1003 3.6872 1.3241 0.07 -1.64 -0.21
H -0.4042 1.6672 -2.9713 0.39 -0.41 1.02
H 0.4774 -5.8900 1.5892 0.59 -0.02 0.09
H -1.9530 -2.0960 -2.4571 0.52 0.12 -0.22
H -2.1548 3.0251 4.0047 -1.29 1.13 0.90
H 2.0040 8.3185 -0.9137 0.49 0.44 -0.06
H -2.6705 -4.3913 -6.2037 0.03 -0.57 -0.42
H -4.6990 3.8181 1.4573 0.60 -0.35 0.21
H 0.6547 -5.9126 -0.1930 -0.04 -0.41 0.13
H 0.8883 1.7503 -1.6870 -0.53 -1.06 -0.66
H -0.3335 -4.8118 -2.4379 -0.17 0.44 0.64
H -2.0858 -6.8023 -4.4526 0.57 -1.61 -2.48
H 1.7780 -4.1412 -1.5534 -0.13 -0.72 -0.01
H -0.4803 -4.7316 -4.6873 -0.90 0.04 -0.35
H 1.7242 8.4431 0.8708 0.70 -0.47 -1.13
H 1.3322 5.7571 -2.8693 -0.12 -0.27 0.09
H -0.5077 3.2463 3.3930 -0.59 -0.43 0.24
H -2.4791 -4.5300 0.1397 -0.08 0.20 0.12
H 3.1273 3.3541 0.1414 -0.11 0.76 -0.09
H 0.1343 0.1703 3.6605 0.06 0.29 -0.10
H 2.7960 -6.1093 1.5382 0.79 0.44 -0.27
H 4.2056 6.8037 -2.2163 0.25 0.18 -0.21
H 2.9489 -3.0984 -0.8730 -0.08 -0.20 0.57
H -2.9712 1.5621 -0.7431 0.44 -0.86 -0.44
H 3.1383 -1.6767 4.3122 -1.31 -0.65 -0.48
H -3.8687 1.7512 3.9286 -0.70 -0.16 -0.08
H -2.1929 0.1309 4.3996 -0.49 -0.54 -0.52
H 3.3873 -4.5120 3.2255 0.36 -0.75 0.14
H -0.7457 2.1448 4.7653 -0.87 0.53 -0.71
H 4.1875 6.0185 1.4333 -0.47 -0.37 -0.79
H 0.7325 -1.9747 1.1411 0.29 0.73 -0.68
H -3.1074 4.4383 1.5234 0.40 0.14 -0.05
H -1.3120 -3.1881 -4.7700 -0.30 1.09 -0.65
H 1.2115 -2.8219 -0.6076 0.54 -0.30 -0.23
H 2.3560 -0.8229 1.5376 -0.43 0.42 -0.12
H -0.3041 -4.7847 0.6017 -1.48 1.61 -0.24
H 4.4273 -3.7158 0.4236 0.08 -0.27 0.81
H 3.6668 4.7418 -3.3607 -0.33 -0.36 1.31
```
Positions in Å, forces in eV/Å.

As for the structure (SMILES): CC1(C)CCCC(C)(C)N1O.CC1(C)CCCC(C)(C)N1O.CC1(C)CCCC(C)(C)N1O.CC1(C)CCCC(C)(C)N1O.CO.

Löwdin population analysis, charges in e, atoms 1 to 99: number 1, O, carries -0.02; number 2, O, carries -0.05; number 3, O, carries -0.07; number 4, O, carries -0.14; number 5, O, carries -0.02; number 6, N, carries -0.07; number 7, N, carries -0.13; number 8, N, carries -0.11; number 9, N, carries -0.03; number 10, C, carries -0.48; number 11, C, carries -0.02; number 12, C, carries -0.12; number 13, C, carries -0.48; number 14, C, carries -0.01; number 15, C, carries -0.03; number 16, C, carries -0.13; number 17, C, carries -0.13; number 18, C, carries -0.03; number 19, C, carries -0.04; number 20, C, carries -0.03; number 21, C, carries -0.11; number 22, C, carries -0.12; number 23, C, carries -0.13; number 24, C, carries -0.07; number 25, C, carries -0.03; number 26, C, carries -0.51; number 27, C, carries -0.04; number 28, C, carries -0.03; number 29, C, carries -0.14; number 30, C, carries -0.53; number 31, C, carries -0.19; number 32, C, carries -0.55; number 33, C, carries -0.02; number 34, C, carries -0.12; number 35, C, carries -0.54; number 36, C, carries -0.14; number 37, C, carries -0.10; number 38, C, carries -0.06; number 39, C, carries -0.02; number 40, C, carries 0.00; number 41, C, carries -0.02; number 42, C, carries -0.19; number 43, C, carries -0.14; number 44, C, carries -0.54; number 45, C, carries -0.02; number 46, C, carries -0.52; number 47, H, carries 0.10; number 48, H, carries 0.10; number 49, H, carries 0.10; number 50, H, carries 0.07; number 51, H, carries 0.08; number 52, H, carries 0.07; number 53, H, carries 0.12; number 54, H, carries 0.07; number 55, H, carries 0.09; number 56, H, carries 0.06; number 57, H, carries 0.08; number 58, H, carries 0.06; number 59, H, carries 0.11; number 60, H, carries 0.07; number 61, H, carries 0.05; number 62, H, carries 0.13; number 63, H, carries 0.07; number 64, H, carries 0.13; number 65, H, carries 0.07; number 66, H, carries 0.14; number 67, H, carries 0.09; number 68, H, carries 0.08; number 69, H, carries 0.05; number 70, H, carries 0.10; number 71, H, carries 0.13; number 72, H, carries 0.13; number 73, H, carries 0.08; number 74, H, carries 0.07; number 75, H, carries 0.01; number 76, H, carries 0.04; number 77, H, carries 0.10; number 78, H, carries 0.10; number 79, H, carries 0.07; number 80, H, carries 0.07; number 81, H, carries 0.09; number 82, H, carries 0.08; number 83, H, carries 0.13; number 84, H, carries 0.12; number 85, H, carries 0.04; number 86, H, carries 0.06; number 87, H, carries 0.10; number 88, H, carries 0.10; number 89, H, carries 0.10; number 90, H, carries 0.09; number 91, H, carries 0.09; number 92, H, carries 0.12; number 93, H, carries 0.04; number 94, H, carries 0.08; number 95, H, carries 0.08; number 96, H, carries 0.10; number 97, H, carries 0.09; number 98, H, carries 0.08; number 99, H, carries 0.09

***

3.
# C5H7NO2

One molecule with the formula C5H7NO2 (ωB97M-V/def2-TZVPD, the Open Molecules 2025 dataset).

Geometry as XYZ:
```
15
Properties=species:S:1:pos:R:3:forces:R:3
O -1.1010 0.5161 -0.4752 0.15 0.04 -0.09
O -0.2639 -1.5158 0.2733 2.17 1.30 -0.67
N 0.9379 -1.9268 -0.2992 2.81 1.22 0.86
C 1.8011 1.5207 -0.0043 0.96 1.46 -0.71
C -0.2135 -0.0370 0.4452 0.03 -1.11 -0.72
C 1.2805 0.3271 0.1288 -1.31 -2.10 0.75
C -2.3489 -0.0300 -0.1564 -4.43 -1.35 -0.57
C 1.9151 -1.0045 -0.2130 -3.66 -1.80 -0.04
H -0.7544 0.0684 1.4013 1.42 0.48 0.41
H 2.9022 1.5344 -0.1650 -0.96 0.41 -0.13
H -2.9631 0.5624 0.7225 1.90 -1.40 -1.75
H -3.1526 0.1276 -1.1409 2.65 -0.73 2.74
H -2.1843 -1.2579 0.1345 -1.20 3.79 -1.03
H 1.2123 2.4683 -0.1209 0.67 -1.09 0.68
H 2.9325 -1.3532 -0.5307 -1.19 0.90 0.26
```
Positions in Å, forces in eV/Å.

As for the structure (SMILES): C=C1C=NO[C@@H]1OC.

Partial atomic charges computed with the Löwdin method, in multiples of e: number 1, O, carries -0.14; number 2, O, carries -0.15; number 3, N, carries 0.05; number 4, C, carries 0.06; number 5, C, carries -0.29; number 6, C, carries -0.21; number 7, C, carries -0.16; number 8, C, carries -0.04; number 9, H, carries 0.15; number 10, H, carries 0.08; number 11, H, carries 0.12; number 12, H, carries 0.14; number 13, H, carries 0.15; number 14, H, carries 0.10; number 15, H, carries 0.13

***

4.
# C17H13CaIN4O2

C17H13CaIN4O2 as an isolated structure (ωB97M-V/def2-TZVPD, the Open Molecules 2025 dataset).

Geometry as XYZ:
```
38
Properties=species:S:1:pos:R:3:forces:R:3
I 4.4833 0.3326 1.0447 0.06 0.09 -0.06
Ca 0.9251 1.6281 0.6620 -0.27 -0.50 -0.34
O 1.9759 3.5853 0.8677 0.31 0.56 0.13
O 1.9913 2.3009 2.5311 0.25 0.14 0.59
N 1.7750 -0.7711 0.9165 -0.12 -0.04 0.14
N -0.5509 0.7850 -1.1414 0.07 -0.73 -0.66
N 2.1429 3.4729 2.1165 0.14 0.10 -0.11
N -1.7065 0.5084 -0.7852 -0.39 0.55 0.64
C -0.1428 0.0851 -2.3632 -0.14 0.58 0.88
C -2.2166 1.1399 0.4292 0.40 -0.67 -1.12
C -4.2675 1.5303 1.5831 0.14 -0.05 -0.09
C -3.5990 0.9702 0.5086 -0.20 0.17 0.38
C 2.9652 -1.0356 1.4404 -0.07 -0.11 -0.05
C -0.5361 -1.2915 -4.2714 -0.02 0.02 0.03
C 3.2365 -2.1684 2.1942 0.02 0.03 -0.04
C -2.1336 2.2944 2.4393 0.33 0.06 0.04
C 1.1910 0.2052 -2.7071 0.20 -0.13 -0.28
C -1.3895 1.7809 1.3608 -0.59 -0.10 0.05
C 0.7895 -1.6595 1.1211 0.02 0.11 -0.05
C 1.6715 -0.4372 -3.8433 -0.05 0.07 0.12
C -3.5155 2.1976 2.5462 -0.14 -0.02 0.00
C 0.9596 -2.8163 1.8535 0.00 -0.02 -0.01
C -1.0209 -0.6559 -3.1402 0.07 -0.09 -0.14
C 2.2076 -3.0686 2.4040 -0.01 -0.03 0.01
C 0.8066 -1.1868 -4.6232 -0.02 -0.03 -0.04
H 1.1730 -1.6861 -5.5108 -0.01 0.00 0.01
H -1.6141 2.8029 3.2473 0.03 0.01 -0.03
H -5.3418 1.4422 1.6782 0.00 0.00 0.00
H -1.2123 -1.8709 -4.8867 0.02 0.00 -0.01
H 1.8737 0.7960 -2.1066 -0.06 0.03 0.06
H -0.1694 -1.4136 0.6781 0.00 0.01 0.02
H 4.2245 -2.3306 2.5981 0.00 -0.01 0.01
H -2.0597 -0.7231 -2.8522 0.01 0.00 0.00
H 2.7153 -0.3427 -4.1116 0.00 -0.02 -0.02
H 0.1294 -3.4937 1.9915 0.01 -0.01 0.00
H -4.0212 2.6389 3.3980 0.03 0.00 0.01
H -4.1226 0.4151 -0.2589 0.03 0.01 -0.04
H 2.3828 -3.9604 2.9916 -0.01 0.00 0.00
```
Positions in Å, forces in eV/Å.

Partial atomic charges computed with the Löwdin method, in multiples of e: number 1, I, carries 0.96; number 2, Ca, carries 1.27; number 3, O, carries -0.31; number 4, O, carries -0.32; number 5, N, carries -0.07; number 6, N, carries -0.06; number 7, N, carries -0.23; number 8, N, carries 0.05; number 9, C, carries -0.25; number 10, C, carries -0.33; number 11, C, carries -0.10; number 12, C, carries -0.06; number 13, C, carries -0.79; number 14, C, carries -0.08; number 15, C, carries -0.12; number 16, C, carries -0.15; number 17, C, carries -0.04; number 18, C, carries -0.18; number 19, C, carries -0.12; number 20, C, carries -0.08; number 21, C, carries -0.10; number 22, C, carries -0.04; number 23, C, carries -0.03; number 24, C, carries -0.05; number 25, C, carries -0.09; number 26, H, carries 0.10; number 27, H, carries 0.08; number 28, H, carries 0.10; number 29, H, carries 0.10; number 30, H, carries 0.10; number 31, H, carries 0.11; number 32, H, carries 0.10; number 33, H, carries 0.10; number 34, H, carries 0.11; number 35, H, carries 0.11; number 36, H, carries 0.10; number 37, H, carries 0.10; number 38, H, carries 0.12

***

| no. | gap between HOMO and LUMO (eV) | energy (eV) |
| --- | --- | --- |
| 1 | 9.83 | -38177.477 |
| 2 | 8.61 | -55856.940 |
| 3 | 9.68 | -10878.519 |
| 4 | 7.86 | -54432.780 |